Model P:
A single C21H23N5O molecule. Source: the Open Molecules 2025 dataset; level of theory: ωB97M-V/def2-TZVPD.

Structure (XYZ):
```
50
Properties=species:S:1:pos:R:3:mulliken_charge:R:1
O -3.806 0.143 -5.846 -0.31
N -3.525 0.969 -4.993 -0.23
N 1.852 -0.664 1.630 -0.48
N 0.183 -5.279 -0.095 -0.65
C 1.727 0.638 1.735 -1.09
C 0.920 -1.095 0.723 0.48
C 0.211 -0.041 0.263 0.09
C -0.735 -4.377 -0.332 -0.44
C 1.351 -4.888 0.436 -0.40
C -0.555 -3.059 -0.048 -0.21
C 1.627 -3.522 0.721 -0.38
C -0.636 -0.470 -1.999 -0.32
C -2.070 0.752 -0.417 -0.78
C -1.631 -0.336 -2.960 -0.99
C 0.663 -2.562 0.446 0.31
C -0.885 0.041 -0.713 -0.13
C -3.012 0.967 -1.445 0.29
C -2.830 0.369 -2.696 0.18
N 0.740 1.056 0.875 0.08
N 4.423 1.351 0.745 -0.65
C 2.381 2.945 2.606 -1.91
C 2.477 0.876 4.023 -1.77
C -4.344 1.707 -1.472 -0.82
C -4.001 0.615 -3.658 0.86
C 4.152 1.154 2.195 -0.89
C -4.719 1.775 -2.957 -0.95
C 2.685 1.431 2.580 2.55
H -1.712 -4.681 -0.697 0.37
H 2.038 -5.718 0.618 0.37
H -1.385 -2.377 -0.210 0.39
H 2.593 -3.228 1.168 0.38
H 0.327 -0.965 -2.191 0.48
H -2.258 1.132 0.581 0.55
H -1.508 -0.745 -3.963 0.39
H 0.513 2.000 0.651 0.29
H 5.423 1.309 0.499 0.25
H 3.934 0.613 0.229 0.21
H 1.367 3.138 2.959 0.38
H 3.119 3.481 3.191 0.39
H 2.460 3.355 1.597 0.45
H 3.093 1.423 4.712 0.48
H 2.824 -0.167 4.051 0.40
H 1.424 0.935 4.371 0.33
H -5.127 1.151 -0.902 0.27
H -4.254 2.723 -1.084 0.32
H -4.627 -0.284 -3.660 0.32
H 4.845 1.785 2.804 0.47
H 4.412 0.132 2.428 0.31
H -4.359 2.712 -3.363 0.39
H -5.784 1.783 -3.139 0.35
```

Calculated values
HOMO level	-8.27	eV
Kohn-Sham gap	8.0	eV
SMILES string	CC(C)(CN)c1nc(-c2ccncc2)c(-c2ccc3c(c2)CC[C@H]3N=O)[nH]1
LUMO	-0.0093	Ha

Model Q:
A single C21H23N5O molecule. Source: the Open Molecules 2025 dataset; level of theory: ωB97M-V/def2-TZVPD.

Structure (XYZ):
```
50
Properties=species:S:1:pos:R:3:mulliken_charge:R:1
O -0.758 4.500 -5.669 -0.36
N -0.441 3.711 -4.788 -0.20
N 0.482 -2.141 1.339 -0.68
N 3.198 -3.234 -3.087 -0.63
C -0.252 -1.376 2.013 -0.15
C 0.818 -1.531 0.119 0.53
C 0.176 -0.343 0.038 -0.18
C 3.681 -3.340 -1.794 -0.31
C 1.995 -2.676 -3.354 -0.34
C 2.890 -2.790 -0.719 -0.42
C 1.245 -2.176 -2.365 -0.11
C 1.484 0.907 -1.735 -0.51
C -0.709 1.602 -0.989 -0.58
C 1.519 1.962 -2.615 -0.88
C 1.667 -2.115 -1.009 0.21
C 0.316 0.697 -0.913 0.07
C -0.610 2.680 -1.839 0.44
C 0.498 2.932 -2.652 0.15
N -0.498 -0.224 1.345 -0.02
N -3.176 -1.784 4.619 -0.55
C -0.313 -3.002 4.157 -1.88
C -0.375 -0.486 4.400 -1.60
C -1.663 3.789 -1.919 -0.86
C 0.130 4.061 -3.580 0.16
C -2.417 -1.503 3.410 -0.88
C -0.984 4.754 -2.772 -0.87
C -0.854 -1.685 3.546 1.66
H 4.651 -3.731 -1.530 0.35
H 1.726 -2.745 -4.430 0.37
H 3.394 -2.923 0.236 0.37
H 0.226 -1.940 -2.574 0.43
H 2.330 0.167 -1.696 0.49
H -1.649 1.410 -0.564 0.61
H 2.396 1.958 -3.322 0.31
H -0.539 0.721 1.729 0.39
H -3.150 -2.785 4.729 0.23
H -4.099 -1.328 4.532 0.24
H -0.679 -3.230 5.097 0.60
H 0.731 -2.850 4.309 0.41
H -0.528 -3.886 3.417 0.28
H -1.075 -0.396 5.233 0.42
H -0.452 0.423 3.784 0.36
H 0.636 -0.628 4.784 0.35
H -1.684 4.093 -0.915 0.32
H -2.736 3.510 -2.384 0.24
H 0.940 4.767 -3.838 0.58
H -2.779 -2.146 2.572 0.33
H -2.584 -0.440 3.222 0.46
H -1.624 5.345 -3.534 0.39
H -0.502 5.439 -2.042 0.25
```

Calculated values
HOMO level	-8.27	eV
Kohn-Sham gap	8.1	eV
SMILES string	CC(C)(CN)c1nc(-c2ccncc2)c(-c2ccc3c(c2)CC[C@@H]3N=O)[nH]1
LUMO	-0.0078	Ha

Pick model P: it beats the second-best structure by 306.8 kJ/mol.

Model P:
2 unconnected molecules or ions with the total composition CH3O2. Source: the Open Molecules 2025 dataset; level of theory: ωB97M-V/def2-TZVPD.

Structure (XYZ):
```
6
Properties=species:S:1:pos:R:3:mulliken_charge:R:1
C 0.421 1.133 0.424 0.54
O -0.204 -0.943 -0.497 -0.65
O 0.065 2.161 0.121 0.01
H -0.273 -1.444 0.258 0.36
H -0.915 -1.022 -1.097 0.33
H 0.906 0.115 0.791 0.41
```

Calculated values
HOMO level	-18.09	eV
total charge	+1
Kohn-Sham gap	11.5	eV
LUMO	-0.2412	Ha

Model Q:
A gas-phase ion, CH3O2 (charge +1). Source: the Open Molecules 2025 dataset; level of theory: ωB97M-V/def2-TZVPD.

Structure (XYZ):
```
6
Properties=species:S:1:pos:R:3:mulliken_charge:R:1
C 0.392 0.027 -0.003 -0.39
O -1.905 0.332 -0.018 0.12
O -0.849 -0.403 -0.029 0.24
H 1.123 -0.454 0.898 0.36
H 0.888 -0.601 -0.795 0.32
H 0.351 1.100 -0.054 0.36
```

Calculated values
HOMO level (spin up / spin down)	-19.45 / -19.32	eV
total charge	+1
Kohn-Sham gap (spin up / spin down)	8.7 / 8.9	eV
LUMO (spin up / spin down)	-0.3936 / -0.3841	Ha

Pick model P: it beats the second-best structure by 552.1 kJ/mol.

Model P:
5 unconnected molecules or ions with the total composition H9O5. Source: the Open Molecules 2025 dataset; level of theory: ωB97M-V/def2-TZVPD.

Structure (XYZ):
```
14
Properties=species:S:1:pos:R:3:mulliken_charge:R:1
O 0.524 0.625 -0.618 -1.18
H 0.293 1.522 -0.725 0.25
O 1.501 -0.179 -2.935 -0.69
H 0.613 0.029 -3.379 0.27
H 1.326 -0.010 -2.021 0.45
O -1.806 -0.259 -0.041 -0.84
H -2.084 -1.037 -0.507 0.28
H -0.814 0.060 -0.479 0.46
O 1.156 0.808 1.845 -0.80
H 0.944 0.793 0.844 0.46
H 0.403 0.551 2.421 0.32
O -0.806 -1.166 2.211 -0.77
H 0.103 -0.958 1.879 0.33
H -1.353 -0.778 1.506 0.45
```

Calculated values
HOMO level	-5.64	eV
total charge	-1
Kohn-Sham gap	9.8	eV
LUMO	0.1515	Ha

Model Q:
5 unconnected molecules or ions with the total composition H9O5. Source: the Open Molecules 2025 dataset; level of theory: ωB97M-V/def2-TZVPD.

Structure (XYZ):
```
14
Properties=species:S:1:pos:R:3:mulliken_charge:R:1
O 0.762 -0.223 0.570 -1.14
H 1.639 0.040 1.014 0.16
O 2.893 -0.430 -1.289 -0.66
H 2.398 0.021 -1.986 0.28
H 2.210 -0.458 -0.581 0.46
O -0.369 0.436 -1.553 -0.80
H 0.301 0.928 -2.020 0.20
H 0.099 0.136 -0.614 0.48
O -1.278 0.006 2.388 -0.66
H -0.621 0.013 1.681 0.40
H -1.059 0.704 3.066 0.27
O -2.713 -0.585 -0.330 -0.67
H -2.422 -0.037 0.389 0.32
H -1.839 -0.550 -0.736 0.38
```

Calculated values
HOMO level	-5.26	eV
total charge	-1
Kohn-Sham gap	9.4	eV
LUMO	0.1508	Ha

Pick model P: it beats the second-best structure by 33.7 kJ/mol.

Model P:
A gas-phase ion, C6H10 (charge +1). Source: the Open Molecules 2025 dataset; level of theory: ωB97M-V/def2-TZVPD.

Structure (XYZ):
```
16
Properties=species:S:1:pos:R:3:mulliken_charge:R:1
C -0.781 0.740 1.429 -1.20
C -0.427 -0.168 0.209 1.01
C 0.930 -0.691 0.429 -0.63
C 2.056 -0.373 -0.520 -1.17
C -1.021 0.306 -1.076 -0.35
C -1.939 -0.623 -0.397 -0.31
H -0.705 0.239 2.409 0.36
H -0.020 1.550 1.410 0.38
H -1.788 1.195 1.347 0.39
H 1.046 -1.583 1.043 0.43
H 2.290 0.680 -0.703 0.34
H 2.966 -0.883 -0.188 0.36
H 1.870 -0.827 -1.507 0.33
H -0.783 1.364 -1.175 0.34
H -0.708 -0.268 -1.952 0.32
H -2.987 -0.660 -0.759 0.40
```

Calculated values
HOMO level (spin up / spin down)	-13.00 / -15.85	eV
spin multiplicity	2
total charge	+1
Kohn-Sham gap (spin up / spin down)	5.8 / 8.9	eV
<S²>	0.762
LUMO (spin up / spin down)	-0.2636 / -0.2564	Ha

Model Q:
A gas-phase ion, C6H10 (charge +1). Source: the Open Molecules 2025 dataset; level of theory: ωB97M-V/def2-TZVPD.

Structure (XYZ):
```
16
Properties=species:S:1:pos:R:3:mulliken_charge:R:1
C -1.012 -1.063 0.866 -0.09
C -0.513 -2.383 1.123 -0.53
C 1.050 0.011 -0.166 -0.12
C -0.384 -0.202 -0.261 0.75
C -1.223 0.832 -0.958 -1.07
C 1.648 1.337 -0.229 -1.28
H -1.807 -0.522 1.506 0.34
H 0.570 -2.541 0.965 0.23
H -1.169 -3.143 1.674 0.29
H 1.592 -0.940 -0.288 0.40
H -0.429 1.341 -1.447 0.25
H -1.981 0.534 -1.688 0.37
H -1.782 1.479 -0.241 0.32
H 1.457 1.959 0.513 0.45
H 2.756 1.369 -0.338 0.33
H 1.228 1.933 -1.032 0.38
```

Calculated values
HOMO level (spin up / spin down)	-13.77 / -14.65	eV
spin multiplicity	2
total charge	+1
Kohn-Sham gap (spin up / spin down)	8.3 / 7.7	eV
<S²>	0.793
LUMO (spin up / spin down)	-0.2021 / -0.2559	Ha

Pick model Q: it beats the second-best structure by 242.8 kJ/mol.